1.
Computed, not measured: a gas-phase ion, C4H9FN (charge +1) in a non-equilibrium geometry, with ωB97M-V with the def2-TZVPD basis set.

Output
Spin multiplicity   1
Gap between HOMO and LUMO (alpha / beta)   7.98 / 8.85 eV
Charge   +1
Energy above the lowest of the compared OMol25 structures with the same formula, charge and spin   4.461 eV
E_HOMO (alpha / beta)   -12.441 / -12.697 eV

```
15
C4H9FN, DFT ωB97M-V with the def2-TZVPD basis set
C -0.81 -0.90 -1.20
C -1.99 -0.13 -0.92
C -0.01 -0.61 0.17
C 0.35 0.84 0.50
N 1.87 0.51 0.84
F -0.03 -1.33 1.27
H -0.99 -1.87 -1.37
H -0.26 -0.57 -2.07
H -2.11 0.98 -1.11
H -2.70 -0.49 -0.16
H -0.14 1.20 1.42
H 0.23 1.53 -0.33
H 2.44 1.07 1.60
H 2.40 0.20 0.07
H 1.74 -0.43 1.29
```

---

2.
Computed, not measured: a molecular structure, C4H9FN2 in a non-equilibrium geometry, with ωB97M-V with the def2-TZVPD basis set.

Output
Spin multiplicity   1
Gap between HOMO and LUMO   9.93 eV
Charge   0
Energy above the lowest of the compared OMol25 structures with the same formula, charge and spin   5.203 eV
E_HOMO   -9.002 eV

```
16
C4H9FN2, DFT ωB97M-V with the def2-TZVPD basis set
C 0.67 0.89 0.64
C -0.60 0.29 -0.15
C -0.21 -1.50 -1.20
C -0.74 -1.06 0.28
H 0.05 2.63 0.63
H 1.07 2.35 -0.80
H 1.64 0.28 0.72
H 0.24 0.82 1.73
H -1.53 0.92 0.08
H 1.12 0.52 -1.41
H -1.16 -1.89 -1.91
H 0.82 -2.03 -1.23
H -1.77 -1.37 0.60
N 0.88 2.28 0.25
N -0.18 0.18 -1.50
F -0.02 -1.24 1.44
```

---

3.
Computed, not measured: C4H9FN2O in the gas phase in a non-equilibrium geometry, with ωB97M-V with the def2-TZVPD basis set.

Output
Spin multiplicity   1
Gap between HOMO and LUMO   10.05 eV
Charge   0
Energy above the lowest of the compared OMol25 structures with the same formula, charge and spin   2.167 eV
E_HOMO   -9.214 eV
Structure (SMILES)   [H]/N=C\N(CCF)OC

```
17
C4H9FN2O, DFT ωB97M-V with the def2-TZVPD basis set
C 2.12 -0.95 0.41
C -1.02 -0.52 -0.61
C -2.31 -0.46 0.18
C 0.23 1.64 0.07
H 2.52 -0.35 1.27
H 2.97 -1.41 -0.14
H 1.42 -1.70 0.82
H -0.62 -1.53 -0.80
H -1.26 -0.18 -1.59
H -3.09 -1.08 -0.22
H -2.22 -0.71 1.25
H -0.76 2.09 0.45
H 2.00 1.87 -0.51
N 0.13 0.20 -0.02
N 1.24 2.41 -0.11
O 1.32 -0.24 -0.55
F -2.66 0.91 0.10
```

---

4.
Computed, not measured: 2 unconnected molecules or ions with the total composition C4H9FN3S in a non-equilibrium geometry, with ωB97M-V with the def2-TZVPD basis set.

Output
Spin multiplicity   1
Gap between HOMO and LUMO (alpha / beta)   6.80 / 8.82 eV
Charge   +1
Energy above the lowest of the compared OMol25 structures with the same formula, charge and spin   2.390 eV
E_HOMO (alpha / beta)   -11.779 / -12.591 eV

```
18
C4H9FN3S, DFT ωB97M-V with the def2-TZVPD basis set
C 1.30 0.26 0.82
C -0.78 -1.28 -0.36
C 0.31 -2.14 0.12
C -2.11 1.58 -0.91
N -0.33 -0.10 -0.98
N 0.81 0.44 -0.40
N 2.02 1.28 1.32
F -2.83 0.99 0.02
S 1.13 -1.27 1.53
H -1.56 -1.76 -0.97
H -1.23 -1.03 0.57
H -0.01 -3.14 0.51
H 1.03 -2.20 -0.63
H -2.63 1.60 -1.84
H -1.39 2.35 -0.53
H 1.27 1.28 -0.82
H 2.16 2.05 0.65
H 2.84 1.08 1.89
```

---

5.
Computed, not measured: 2 unconnected molecules or ions with the total composition C4H9FNO in a non-equilibrium geometry, with ωB97M-V with the def2-TZVPD basis set.

Output
Spin multiplicity   1
Gap between HOMO and LUMO   9.07 eV
Charge   +1
Energy above the lowest of the compared OMol25 structures with the same formula, charge and spin   4.918 eV
E_HOMO   -12.808 eV

```
16
C4H9FNO, DFT ωB97M-V with the def2-TZVPD basis set
C -1.42 -0.36 1.89
C -0.16 -0.19 1.71
C 1.09 -1.02 -1.00
C 0.03 0.03 -0.69
N 0.49 1.45 -0.97
O -1.24 -0.20 -0.97
F 1.66 -0.91 -2.24
H -1.79 -0.47 2.82
H -2.03 -0.27 0.93
H 0.86 -0.08 1.91
H 0.61 -2.07 -1.02
H 1.81 -1.25 -0.09
H 0.85 1.49 -2.03
H 1.23 1.83 -0.51
H -0.36 1.98 -0.96
H -1.54 -0.93 -1.61
```

---

6.
Computed, not measured: 2 unconnected molecules or ions with the total composition C4H9FO, with ωB97M-V with the def2-TZVPD basis set.

Output
Spin multiplicity   1
Gap between HOMO and LUMO (alpha / beta)   8.76 / 8.24 eV
Charge   0
Energy above the lowest of the compared OMol25 structures with the same formula, charge and spin   3.228 eV
E_HOMO (alpha / beta)   -7.857 / -7.353 eV

```
15
C4H9FO, DFT ωB97M-V with the def2-TZVPD basis set
C -0.79 1.24 -0.72
C -1.46 -0.99 0.40
C -0.82 0.34 0.46
C 1.99 -0.40 0.50
O 2.17 -0.89 -0.75
F 2.63 0.79 0.71
H -0.50 0.70 -1.62
H -1.78 1.67 -0.91
H -0.10 2.07 -0.55
H -1.40 -1.42 -0.60
H -0.99 -1.68 1.10
H -2.52 -0.93 0.67
H -0.69 0.79 1.43
H 2.17 -1.11 1.28
H 2.10 -0.17 -1.39
```

---

7.
Computed, not measured: C4H9FO2S in the gas phase in a non-equilibrium geometry, with ωB97M-V with the def2-TZVPD basis set.

Output
Spin multiplicity   1
Gap between HOMO and LUMO   11.33 eV
Charge   0
Energy above the lowest of the compared OMol25 structures with the same formula, charge and spin   0.590 eV
E_HOMO   -10.729 eV
Structure (SMILES)   CC(C)(C)S(=O)(=O)F

```
17
C4H9FO2S, DFT ωB97M-V with the def2-TZVPD basis set
C -0.11 -0.11 -1.52
C 1.08 -0.93 0.62
C -1.51 -0.69 0.50
C -0.12 -0.31 -0.03
O 1.66 1.79 -0.26
O 0.42 2.07 1.91
F -0.78 2.35 -0.25
S 0.50 1.60 0.53
H -1.03 0.45 -1.71
H 0.88 0.45 -1.72
H -0.25 -1.02 -2.05
H 1.12 -2.05 0.59
H 1.34 -0.57 1.63
H 2.02 -0.70 0.00
H -1.53 -0.73 1.54
H -2.05 0.13 0.12
H -1.63 -1.75 0.10
```

---

8.
Computed, not measured: 2 unconnected molecules or ions with the total composition C4H9I in a non-equilibrium geometry, with ωB97M-V with the def2-TZVPD basis set.

Output
Spin multiplicity   1
Gap between HOMO and LUMO (alpha / beta)   6.70 / 6.69 eV
Charge   0
Energy above the lowest of the compared OMol25 structures with the same formula, charge and spin   1.137 eV
E_HOMO (alpha / beta)   -8.178 / -8.178 eV

```
14
C4H9I, DFT ωB97M-V with the def2-TZVPD basis set
C 0.06 1.24 0.75
C 0.31 -1.30 0.72
C 0.24 0.02 -1.46
C 0.00 -0.04 0.01
I -3.09 0.03 -0.03
H -0.47 2.03 0.22
H 1.10 1.56 0.85
H -0.36 1.15 1.75
H -0.04 -1.27 1.75
H 1.40 -1.42 0.74
H -0.11 -2.16 0.21
H 0.20 -0.96 -1.92
H -0.47 0.67 -1.95
H 1.23 0.45 -1.63
```

---

9.
Computed, not measured: 4 unconnected molecules or ions with the total composition C4H9IN in a non-equilibrium geometry, with ωB97M-V with the def2-TZVPD basis set.

Output
Spin multiplicity   1
Gap between HOMO and LUMO   3.24 eV
Charge   +1
Energy above the lowest of the compared OMol25 structures with the same formula, charge and spin   7.926 eV
E_HOMO   -11.736 eV

```
15
C4H9IN, DFT ωB97M-V with the def2-TZVPD basis set
C 2.61 1.59 1.26
C 0.99 -0.13 -2.21
C 0.56 0.43 -3.17
C 3.09 0.49 1.59
N -1.55 -1.16 0.48
I -5.09 -0.36 0.45
H 2.22 2.56 0.95
H 1.02 -0.62 -1.32
H 0.33 1.13 -3.88
H 4.05 0.16 1.24
H 2.68 -0.34 2.17
H -6.27 0.63 1.05
H -1.90 -1.69 1.31
H -0.60 -1.24 0.43
H -2.13 -1.46 -0.33
```

---

10.
Computed, not measured: C4H9IN2 in the gas phase in a non-equilibrium geometry, with ωB97M-V with the def2-TZVPD basis set.

Output
Spin multiplicity   1
Gap between HOMO and LUMO   7.77 eV
Charge   0
Energy above the lowest of the compared OMol25 structures with the same formula, charge and spin   1.626 eV
E_HOMO   -7.077 eV
Structure (SMILES)   C/C(I)=N/N(C)C

```
16
C4H9IN2, DFT ωB97M-V with the def2-TZVPD basis set
C -1.31 0.96 0.03
C -1.40 2.39 -0.01
C 0.32 -1.68 0.91
C 1.83 -0.91 -0.94
N -0.01 0.36 -0.54
N 0.59 -0.75 -0.22
I -2.76 -0.19 1.01
H -1.14 2.93 0.86
H -0.66 2.62 -0.76
H -2.36 2.89 -0.27
H 1.19 -2.05 1.28
H -0.34 -1.16 1.54
H -0.29 -2.52 0.63
H 1.77 -0.26 -1.82
H 2.64 -0.72 -0.33
H 1.94 -1.91 -1.39
```

---

11.
Computed, not measured: 2 unconnected molecules or ions with the total composition C4H9IN3 in a non-equilibrium geometry, with ωB97M-V with the def2-TZVPD basis set.

Output
Spin multiplicity   1
Gap between HOMO and LUMO   7.03 eV
Charge   +1
Energy above the lowest of the compared OMol25 structures with the same formula, charge and spin   4.157 eV
E_HOMO   -10.881 eV

```
17
C4H9IN3, DFT ωB97M-V with the def2-TZVPD basis set
C 1.03 1.28 0.09
C -3.13 -2.27 0.06
C 3.43 1.40 -0.01
C -0.10 0.57 -0.07
N 2.20 0.69 0.07
N -3.69 -1.21 -0.17
N -2.37 -3.14 0.17
I -1.94 1.65 0.10
H 1.00 2.29 0.16
H 4.32 1.21 0.56
H 3.24 2.45 0.09
H 3.76 1.30 -0.99
H -0.35 -0.55 -0.36
H -2.90 -0.45 -0.14
H -4.65 -1.10 -0.35
H 2.15 -0.41 -0.10
H -2.01 -3.71 0.88
```

---

12.
Computed, not measured: a gas-phase ion, C4H9INO (charge +1) in a non-equilibrium geometry, with ωB97M-V with the def2-TZVPD basis set.

Output
Spin multiplicity   1
Gap between HOMO and LUMO   8.41 eV
Charge   +1
Energy above the lowest of the compared OMol25 structures with the same formula, charge and spin   1.591 eV
E_HOMO   -13.313 eV

```
16
C4H9INO, DFT ωB97M-V with the def2-TZVPD basis set
C -0.36 0.71 -1.70
C 0.69 -0.11 -0.93
C 0.60 -0.44 1.59
C 0.07 0.04 2.87
N -1.34 -0.19 -2.24
O 0.40 0.16 0.54
I 1.70 -2.22 1.49
H -0.93 1.29 -1.04
H 0.18 1.31 -2.51
H 0.60 -1.21 -1.15
H 1.70 0.19 -0.86
H -1.01 0.35 2.81
H 0.65 1.03 3.10
H 0.20 -0.57 3.71
H -2.05 0.43 -2.64
H -1.11 -0.77 -3.03
```

---

Which total energy belongs to each record? In order, -8490.296 -9986.561 -12036.214 -22306.095 -10536.970 -9055.430 -21940.217 -12393.542 -13869.976 -15370.935 -16854.821 -15923.353 eV.